The following is a DFT calculation (ωB97M-V/def2-TZVPD) of a cluster of 2 separate species, C21H23FN3O4P in total.

Last column: Löwdin charge in e.
Atoms and positions in Å:
O (8.3682, 2.5914, -0.3114)  0.19
C (7.9790, 2.3698, -1.3978)  -0.57
F (8.1200, 1.1637, -1.9382)  0.13
N (7.2859, 3.2002, -2.2722)  0.10
C (6.7994, 4.4429, -1.6644)  -0.55
O (7.5192, 5.2680, -1.2055)  0.10
P (4.9124, 4.7989, -1.6307)  0.98
O (3.1389, 5.1415, -1.5817)  -0.23
C (2.4575, 4.2845, -0.8594)  -0.59
O (2.9060, 3.7348, 0.1297)  0.05
C (1.0844, 3.9300, -1.3223)  -0.14
C (0.7477, 3.8902, -2.6717)  0.00
C (-0.5351, 3.4981, -3.0388)  -0.06
C (-1.4609, 3.1599, -2.0572)  -0.08
C (-1.1354, 3.2244, -0.7067)  -0.10
C (0.1501, 3.6121, -0.3451)  -0.06
H (7.8439, 3.3929, -3.0999)  0.15
H (4.5955, 3.4938, -2.0435)  0.05
H (5.0411, 5.7815, -2.6097)  0.06
H (5.0610, 5.2277, -0.3128)  0.06
H (1.4999, 4.1693, -3.3925)  0.12
H (-0.7887, 3.4609, -4.0857)  0.11
H (-2.4556, 2.8682, -2.3642)  0.10
H (-1.8756, 2.9739, 0.0392)  0.10
H (0.3896, 3.6589, 0.7068)  0.12
C (-5.8684, -7.1213, 2.3821)  0.06
N (-4.9177, -6.0192, 2.0867)  -0.07
C (-4.9062, -5.4838, 0.8548)  0.03
C (-4.0660, -4.4394, 0.5475)  0.06
C (-3.2186, -3.9219, 1.5249)  -0.13
C (-3.2400, -4.5089, 2.7863)  0.06
C (-4.0970, -5.5571, 3.0415)  0.03
C (-2.3291, -2.7653, 1.2450)  -0.13
C (-2.4175, -1.6041, 2.0056)  0.06
C (-1.5569, -0.5559, 1.7593)  0.03
N (-0.6293, -0.6421, 0.7962)  -0.06
C (-0.5349, -1.7422, 0.0331)  0.03
C (-1.3726, -2.8148, 0.2336)  0.06
C (0.3237, 0.4752, 0.5685)  0.05
H (-5.6862, -7.9328, 1.6827)  0.12
H (-6.8799, -6.7386, 2.2716)  0.12
H (-5.7126, -7.4664, 3.3982)  0.11
H (-5.5894, -5.9061, 0.1313)  0.16
H (-4.0943, -4.0241, -0.4506)  0.15
H (-2.5896, -4.1631, 3.5781)  0.15
H (-4.1428, -6.0360, 4.0087)  0.16
H (-3.1545, -1.5002, 2.7902)  0.14
H (-1.5920, 0.3600, 2.3310)  0.16
H (0.2320, -1.7426, -0.7288)  0.16
H (-1.2557, -3.6911, -0.3893)  0.14
H (0.2366, 0.7991, -0.4643)  0.11
H (1.3264, 0.1095, 0.7795)  0.13
H (0.0842, 1.2957, 1.2322)  0.09

As for the charge: +2. For the HOMO energy, the calculation gives -0.472 Eh. Its total energy is -1719.900272 Eh. The calculation puts the orbital gap at 5.1 eV. The multiplicity is 1.

***

The following is a DFT calculation (ωB97M-V/def2-TZVPD) of a structure of composition C37H42GeN7O5ReS2.

Last column: Löwdin charge in e.
Atoms and positions in Å:
Re (-0.0094, 1.5269, 0.9410)  1.48
N (2.2695, 0.8438, 4.4414)  0.23
C (1.8043, 1.1716, 3.2424)  -0.50
O (0.6520, 0.8329, 2.8926)  -0.13
C (2.6420, 2.0066, 2.3281)  -0.18
C (2.0558, 1.9590, 0.9201)  -0.30
H (1.7131, 0.2845, 5.0629)  0.12
H (3.2229, 1.0328, 4.6888)  0.13
H (3.6819, 1.6701, 2.3566)  0.13
H (2.6140, 3.0233, 2.7275)  0.12
H (2.4401, 1.0925, 0.3663)  0.07
H (2.3385, 2.8485, 0.3550)  0.07
N (1.4632, 6.3425, -5.7203)  0.12
C (1.1677, 5.2448, -4.9439)  -0.32
C (2.1657, 4.6206, -4.1830)  -0.03
C (1.8599, 3.5456, -3.3729)  -0.07
C (0.5492, 3.0689, -3.3097)  -0.30
C (-0.4503, 3.6666, -4.0781)  -0.06
C (-0.1441, 4.7517, -4.8727)  -0.02
S (0.2639, 1.6440, -2.3164)  0.65
O (1.5598, 1.2600, -1.8430)  -0.32
O (-0.5598, 0.6999, -3.0017)  -0.26
N (-0.5739, 2.1752, -0.9083)  -0.27
C (-1.9591, 2.4410, -0.9465)  -0.47
N (-2.4794, 2.3987, 0.2748)  0.05
C (-3.7995, 2.5099, 0.3839)  -0.09
C (-4.6051, 2.7055, -0.7227)  -0.03
C (-3.9492, 2.8315, -1.9360)  -0.09
N (-2.6267, 2.7102, -2.0623)  0.14
H (2.4251, 6.5055, -5.9602)  0.10
H (0.7995, 6.6173, -6.4222)  0.10
H (3.1881, 4.9796, -4.2448)  0.12
H (2.6327, 3.0428, -2.8029)  0.11
H (-1.4542, 3.2622, -4.0511)  0.10
H (-0.9195, 5.2152, -5.4751)  0.12
H (-4.2060, 2.4563, 1.3891)  0.13
H (-5.6804, 2.7710, -0.6437)  0.11
H (-4.4947, 3.0529, -2.8487)  0.12
C (0.1970, 6.1504, -0.8682)  -0.03
N (0.0758, 4.9699, -0.0251)  -0.01
C (-0.2292, 5.0113, 1.2625)  -0.69
S (-0.3959, 3.5778, 2.2200)  0.76
N (-0.4338, 6.2032, 1.8215)  -0.02
C (-0.8114, 6.4727, 3.2140)  -0.06
H (0.6458, 5.8528, -1.8094)  0.08
H (0.8532, 6.8909, -0.4049)  0.10
H (-0.7751, 6.6025, -1.0798)  0.10
H (0.0438, 4.0597, -0.4645)  0.07
H (-0.3795, 7.0030, 1.2155)  0.12
H (-0.8309, 5.5482, 3.7794)  0.04
H (-1.7989, 6.9299, 3.2510)  0.09
H (-0.0905, 7.1497, 3.6712)  0.09
O (-1.7569, 0.0254, 0.9454)  -0.06
C (-1.0404, -0.6925, 0.1865)  -0.60
O (0.2122, -0.3838, 0.1039)  -0.13
C (-1.5842, -1.7917, -0.6715)  -0.15
C (-1.9025, -3.1050, 0.0766)  -0.23
Ge (-0.3720, -4.2501, 0.5471)  1.02
C (0.9289, -4.2930, -0.9059)  -0.28
C (2.2681, -4.6024, -0.6582)  -0.10
C (3.1733, -4.7344, -1.7053)  -0.08
C (2.7514, -4.5526, -3.0166)  -0.09
C (1.4228, -4.2458, -3.2789)  -0.08
C (0.5176, -4.1228, -2.2295)  -0.11
C (-1.0243, -6.0804, 0.7712)  -0.27
C (-1.8928, -6.3756, 1.8270)  -0.11
C (-2.3911, -7.6612, 1.9979)  -0.09
C (-2.0200, -8.6711, 1.1164)  -0.09
C (-1.1523, -8.3922, 0.0684)  -0.08
C (-0.6581, -7.1025, -0.1043)  -0.10
C (0.3305, -3.7773, 2.3042)  -0.26
C (1.2878, -4.5960, 2.9094)  -0.11
C (1.7203, -4.3493, 4.2063)  -0.08
C (1.1681, -3.3007, 4.9349)  -0.10
C (0.1971, -2.4975, 4.3536)  -0.10
C (-0.2047, -2.7208, 3.0400)  -0.10
H (-0.8503, -1.9406, -1.4576)  0.10
H (-2.4979, -1.4060, -1.1262)  0.13
H (-2.5386, -3.7163, -0.5646)  0.08
H (-2.4837, -2.9056, 0.9797)  0.08
H (2.6151, -4.7327, 0.3622)  0.09
H (4.2087, -4.9829, -1.4981)  0.10
H (3.4560, -4.6591, -3.8347)  0.10
H (1.0889, -4.1018, -4.3008)  0.11
H (-0.5235, -3.9155, -2.4571)  0.10
H (-2.1757, -5.5968, 2.5322)  0.10
H (-3.0651, -7.8771, 2.8200)  0.10
H (-2.4050, -9.6756, 1.2497)  0.10
H (-0.8586, -9.1794, -0.6175)  0.10
H (0.0198, -6.8949, -0.9275)  0.10
H (1.6769, -5.4585, 2.3766)  0.10
H (2.4642, -4.9937, 4.6609)  0.11
H (1.4792, -3.1314, 5.9608)  0.10
H (-0.2847, -1.7115, 4.9243)  0.10
H (-0.9729, -2.0817, 2.6114)  0.09

As for the charge: +1. For the HOMO energy (alpha / beta), the calculation gives -0.383 / -0.384 Eh. Its total energy is -5146.067111 Eh. The calculation puts the orbital gap (alpha / beta) at 6.5 / 6.9 eV. Its expectation value of S² is 0.76. The multiplicity is 2.

***

Q: Look up the multiplicity of the first one.
A: 1

***

Copy entry 1 word for word.
The following is a DFT calculation (ωB97M-V/def2-TZVPD) of a cluster of 2 separate species, C21H23FN3O4P in total.

Last column: Löwdin charge in e.
Atoms and positions in Å:
O (8.3682, 2.5914, -0.3114)  0.19
C (7.9790, 2.3698, -1.3978)  -0.57
F (8.1200, 1.1637, -1.9382)  0.13
N (7.2859, 3.2002, -2.2722)  0.10
C (6.7994, 4.4429, -1.6644)  -0.55
O (7.5192, 5.2680, -1.2055)  0.10
P (4.9124, 4.7989, -1.6307)  0.98
O (3.1389, 5.1415, -1.5817)  -0.23
C (2.4575, 4.2845, -0.8594)  -0.59
O (2.9060, 3.7348, 0.1297)  0.05
C (1.0844, 3.9300, -1.3223)  -0.14
C (0.7477, 3.8902, -2.6717)  0.00
C (-0.5351, 3.4981, -3.0388)  -0.06
C (-1.4609, 3.1599, -2.0572)  -0.08
C (-1.1354, 3.2244, -0.7067)  -0.10
C (0.1501, 3.6121, -0.3451)  -0.06
H (7.8439, 3.3929, -3.0999)  0.15
H (4.5955, 3.4938, -2.0435)  0.05
H (5.0411, 5.7815, -2.6097)  0.06
H (5.0610, 5.2277, -0.3128)  0.06
H (1.4999, 4.1693, -3.3925)  0.12
H (-0.7887, 3.4609, -4.0857)  0.11
H (-2.4556, 2.8682, -2.3642)  0.10
H (-1.8756, 2.9739, 0.0392)  0.10
H (0.3896, 3.6589, 0.7068)  0.12
C (-5.8684, -7.1213, 2.3821)  0.06
N (-4.9177, -6.0192, 2.0867)  -0.07
C (-4.9062, -5.4838, 0.8548)  0.03
C (-4.0660, -4.4394, 0.5475)  0.06
C (-3.2186, -3.9219, 1.5249)  -0.13
C (-3.2400, -4.5089, 2.7863)  0.06
C (-4.0970, -5.5571, 3.0415)  0.03
C (-2.3291, -2.7653, 1.2450)  -0.13
C (-2.4175, -1.6041, 2.0056)  0.06
C (-1.5569, -0.5559, 1.7593)  0.03
N (-0.6293, -0.6421, 0.7962)  -0.06
C (-0.5349, -1.7422, 0.0331)  0.03
C (-1.3726, -2.8148, 0.2336)  0.06
C (0.3237, 0.4752, 0.5685)  0.05
H (-5.6862, -7.9328, 1.6827)  0.12
H (-6.8799, -6.7386, 2.2716)  0.12
H (-5.7126, -7.4664, 3.3982)  0.11
H (-5.5894, -5.9061, 0.1313)  0.16
H (-4.0943, -4.0241, -0.4506)  0.15
H (-2.5896, -4.1631, 3.5781)  0.15
H (-4.1428, -6.0360, 4.0087)  0.16
H (-3.1545, -1.5002, 2.7902)  0.14
H (-1.5920, 0.3600, 2.3310)  0.16
H (0.2320, -1.7426, -0.7288)  0.16
H (-1.2557, -3.6911, -0.3893)  0.14
H (0.2366, 0.7991, -0.4643)  0.11
H (1.3264, 0.1095, 0.7795)  0.13
H (0.0842, 1.2957, 1.2322)  0.09

As for the charge: +2. For the HOMO energy, the calculation gives -0.472 Eh. Its total energy is -1719.900272 Eh. The calculation puts the orbital gap at 5.1 eV. The multiplicity is 1.

***

Q: Which of these has the highest charge?
A: C21H23FN3O4P